[1]
ORCA calculation (the ωB97M-V functional and the def2-TZVPD basis) on the ion C5H7N2OS with charge +1.

Each atom is followed by the atoms it is bonded to, with distances in Å.
Cartesian coordinates (Å):
1 C 0.72696 -0.24240 -1.78605  C3 1.367, S9 1.740, H10 1.046
2 C 2.12154 -1.52779 -0.28069  N6 1.294, S9 1.709, H11 1.058
3 C 0.24232 -0.32518 -0.51071  C1 1.367, C5 1.547, N6 1.393
4 C -0.88924 0.68606 1.39329  C5 1.438, O8 1.363, H12 1.037, H13 1.140
5 C -1.03707 0.38185 -0.00400  C3 1.547, C4 1.438, N7 1.172
6 N 1.11469 -1.00193 0.33948  C2 1.294, C3 1.393, H16 1.077
7 N -1.93556 0.73811 -0.66664  C5 1.172, H15 0.995
8 O -1.45365 1.90715 1.61008  C4 1.363, H14 0.927
9 S 2.27053 -1.03537 -1.91058  C1 1.740, C2 1.709
10 H 0.31371 0.15301 -2.66202  C1 1.046
11 H 3.00637 -1.93883 0.12936  C2 1.058
12 H 0.04614 0.42739 1.75791  C4 1.037
13 H -1.61858 -0.01180 1.92310  C4 1.140
14 H -2.02854 2.14507 0.92226  O8 0.927
15 H -1.72556 0.67213 -1.63704  N7 0.995
16 H 0.84595 -1.02749 1.38225  N6 1.077

Values from the calculation:
energy above the lowest of the compared OMol25 structures with the same formula, charge and spin: 57.7 kcal per mole
orbital gap: 8.82 eV
largest force on an atom: 9.0 eV/Å
multiplicity: 1
E: -777.32690 hartree
charge: +1

=====

[2]
ORCA calculation (the ωB97M-V functional and the def2-TZVPD basis) on an isolated molecule of C10H11N3O.

Each atom is followed by the atoms it is bonded to, with distances in Å.
Cartesian coordinates (Å):
1 C 1.53600 1.03192 1.81931  N2 1.422, H15 1.005, H16 1.094, H17 1.104
2 N 0.83740 1.03729 0.58078  C1 1.422, C3 1.386, C14 1.467
3 C 0.75747 2.19878 -0.17173  N2 1.386, O4 1.221, C5 1.617
4 O 1.09204 3.33393 0.12852  C3 1.221
5 C -0.22966 1.99957 -1.43713  C3 1.617, C6 1.488, N8 1.377, H18 1.105
6 C 0.47476 1.66217 -2.70323  C5 1.488, N7 1.158
7 N 1.23412 1.30700 -3.50217  C6 1.158
8 N -1.26323 1.12236 -1.19392  C5 1.377, C9 1.234
9 C -1.05656 0.08745 -0.55471  N8 1.234, C10 1.444, C14 1.560
10 C -2.10399 -0.89946 -0.43999  C9 1.444, C11 1.291, H19 1.173
11 C -1.80789 -2.11374 -0.11568  C10 1.291, C12 1.492, H20 1.132
12 C -0.44129 -2.59044 0.24791  C11 1.492, C13 1.593, H21 1.044, H22 1.086
13 C 0.26940 -1.33655 0.92656  C12 1.593, C14 1.505, H23 1.013, H24 1.055
14 C 0.39345 -0.20599 -0.05852  N2 1.467, C9 1.560, C13 1.505, H25 1.151
15 H 1.43264 0.13537 2.26171  C1 1.005
16 H 2.55398 1.24180 1.47933  C1 1.094
17 H 1.09461 1.87928 2.37252  C1 1.104
18 H -0.70730 2.96303 -1.69120  C5 1.105
19 H -3.19590 -0.50493 -0.61046  C10 1.173
20 H -2.68145 -2.82356 0.00570  C11 1.132
21 H -0.43037 -3.32642 0.98816  C12 1.044
22 H 0.07151 -2.88433 -0.66341  C12 1.086
23 H 1.17949 -1.65073 1.24200  C13 1.013
24 H -0.23508 -0.97783 1.78102  C13 1.055
25 H 1.22583 -0.68595 -0.69136  C14 1.151

Values from the calculation:
energy above the lowest of the compared OMol25 structures with the same formula, charge and spin: 62.3 kcal per mole
orbital gap: 9.87 eV
largest force on an atom: 4.6 eV/Å
multiplicity: 1
E: -627.07682 hartree
charge: 0